[1]
27
Properties=species:S:1:pos:R:3:nbo_charge:R:1 method="wB97M-V/def2-TZVPD" multiplicity=1 smiles=CNC[C@H]1OCc2c1ccc(O)c2O gap_ha=0.315 relative_energy_kcal_mol=86.1 total_energy_ha=-669.21687
O 2.757 2.108 0.258 -0.665
O -1.311 0.798 -1.345 -0.525
O 4.218 -0.197 0.865 -0.711
N -2.340 -0.137 0.942 -0.652
C -2.030 -1.106 -0.033 -0.207
C -3.329 0.713 1.448 -0.374
C 1.076 -1.651 -0.302 -0.220
C 2.431 -1.475 -0.016 -0.238
C -0.145 1.645 -1.064 -0.084
C 0.351 -0.621 -0.650 -0.042
C 2.131 0.930 -0.075 0.336
C -1.029 -0.573 -1.111 0.086
C 0.893 0.731 -0.675 -0.134
C 2.915 -0.231 0.174 0.181
H -1.763 -2.105 0.364 0.181
H 3.595 1.717 0.608 0.498
H -0.395 2.430 -0.387 0.204
H -2.885 1.728 1.575 0.189
H 3.056 -2.358 0.072 0.213
H -3.793 0.490 2.394 0.168
H 0.212 2.053 -2.067 0.192
H 4.674 -0.901 0.426 0.483
H -2.891 -1.244 -0.725 0.188
H 0.663 -2.603 -0.558 0.215
H -4.297 0.841 0.790 0.178
H -1.433 0.203 1.149 0.349
H -1.332 -1.182 -2.058 0.188

---

[2]
28
Properties=species:S:1:pos:R:3:nbo_charge:R:1 method="wB97M-V/def2-TZVPD" multiplicity=1 gap_ha="0.272 / 0.290" relative_energy_kcal_mol=30.9 total_energy_ha=-1067.46290
S -1.988 0.669 1.040 0.261
O -1.759 0.077 -1.506 -0.547
O 2.108 -2.786 -0.534 -0.572
O -2.322 -2.184 0.231 -0.571
N -0.122 -2.534 -0.198 -0.653
C 0.434 -0.403 1.876 -0.480
C 1.189 -0.624 -0.822 -0.117
C -2.420 0.683 -0.717 0.469
C 1.140 -2.050 -0.510 0.599
C -0.805 -0.591 1.066 -0.161
C 2.515 1.493 -0.780 -0.591
C -1.174 -1.800 0.332 0.601
C 2.079 0.237 -0.028 -0.306
C -3.603 1.541 -1.002 -0.722
C 1.374 0.669 1.301 -0.358
H 3.085 1.224 -1.664 0.217
H 1.650 2.076 -1.091 0.204
H 2.951 -0.366 0.251 0.230
H 3.138 2.115 -0.142 0.211
H 0.965 -1.353 1.975 0.232
H -0.286 -3.527 -0.319 0.423
H -3.897 2.108 -0.125 0.231
H 0.152 -0.063 2.878 0.235
H 0.790 1.570 1.103 0.206
H -3.368 2.208 -1.830 0.247
H 2.133 0.924 2.043 0.215
H -4.425 0.901 -1.320 0.259
H 0.465 -0.215 -1.507 0.237

---

[3]
25
Properties=species:S:1:pos:R:3:nbo_charge:R:1 method="wB97M-V/def2-TZVPD" multiplicity=1 gap_ha=0.278 total_charge=-1 relative_energy_kcal_mol=10.3 total_energy_ha=-539.37571
O -2.175 0.602 -2.085 -0.790
O -0.419 -0.381 -1.076 -0.813
C -1.616 -0.007 -1.149 0.772
C 0.710 0.225 2.234 -0.231
C 2.152 0.058 -0.114 0.037
C -2.425 -0.242 0.164 -0.538
C 0.995 1.407 1.555 -0.202
C 2.945 0.003 -1.394 -0.625
C -3.872 -0.638 -0.058 -0.618
C 1.103 -1.001 1.746 -0.204
C 1.783 1.277 0.421 -0.209
C 1.844 -1.106 0.572 -0.183
H -4.566 -0.146 0.628 0.177
H 2.153 -2.078 0.211 0.197
H 4.020 -0.040 -1.192 0.193
H 2.123 2.168 -0.105 0.191
H 2.746 0.884 -2.004 0.215
H 2.651 -0.868 -1.971 0.224
H -2.338 0.688 0.728 0.195
H 0.150 0.235 3.165 0.193
H -4.218 -0.318 -1.039 0.229
H -4.021 -1.718 -0.031 0.184
H -1.786 -0.978 0.654 0.209
H 0.529 2.322 1.890 0.203
H 0.817 -1.892 2.284 0.194

---

[4]
28
Properties=species:S:1:pos:R:3:nbo_charge:R:1 method="wB97M-V/def2-TZVPD" multiplicity=1 gap_ha=0.248 total_charge=-2 relative_energy_kcal_mol=37.2 total_energy_ha=-1031.18070
P -2.684 -0.081 -0.141 2.171
O 0.859 -1.336 2.184 -0.753
O -3.858 0.489 0.601 -1.199
O 2.117 -2.242 0.584 -0.780
O -2.567 0.299 -1.588 -1.200
C 1.291 -1.435 1.039 0.756
C 1.509 1.733 0.943 -0.215
C -0.924 1.579 1.084 -0.225
C 0.618 -1.088 -1.426 -0.673
C 1.646 0.754 -0.055 -0.087
C -2.723 -1.942 0.013 -1.023
C -1.120 0.259 0.775 -0.570
C 0.298 2.147 1.460 -0.254
C 0.883 -0.415 -0.103 -0.014
C 2.595 1.104 -1.186 -0.622
H -1.745 2.262 0.872 0.202
H 3.176 0.230 -1.485 0.197
H -1.847 -2.376 -0.459 0.214
H 2.046 1.463 -2.056 0.200
H 0.425 -2.149 -1.271 0.216
H 0.283 3.109 1.974 0.171
H -0.267 -0.629 -1.867 0.252
H 2.353 2.406 1.098 0.164
H -2.749 -2.226 1.062 0.212
H -3.623 -2.310 -0.483 0.203
H -0.726 -0.491 1.442 0.284
H 3.287 1.887 -0.876 0.188
H 1.446 -1.000 -2.135 0.183

---

[5]
25
Properties=species:S:1:pos:R:3:nbo_charge:R:1 method="wB97M-V/def2-TZVPD" multiplicity=1 gap_ha="0.163 / 0.163" total_charge=-1 total_energy_ha=-862.21281
S -2.251 -0.295 -3.459 -0.127
O -2.805 1.853 -1.911 -0.526
C 0.350 1.616 -1.070 -0.180
C -0.247 -0.394 1.603 -0.385
C 1.845 -0.358 -2.389 -0.297
C -2.365 0.882 -2.384 0.445
C 0.670 -0.832 -1.638 -0.458
C 1.426 1.967 -1.858 -0.470
C -0.007 0.252 -0.825 -0.141
C 2.184 0.956 -2.441 -0.192
C -1.339 -0.879 2.627 -0.617
C -0.945 -0.198 0.266 -0.423
H -1.481 -1.096 -0.023 0.185
H 2.395 -1.113 -3.062 0.169
H -1.165 -1.646 3.262 0.190
H -1.660 0.005 3.186 0.194
H 3.068 1.294 -3.060 0.174
H -0.128 -1.280 -2.306 0.157
H -1.719 0.599 0.409 0.188
H -2.064 -1.311 1.995 0.198
H 1.752 2.941 -2.237 0.183
H 0.276 0.579 1.874 0.204
H 0.468 -1.249 1.436 0.190
H -0.174 2.358 -0.576 0.181
H 0.853 -1.758 -1.036 0.158

---

[6]
41
Properties=species:S:1:pos:R:3:mulliken_charge:R:1 method="wB97M-V/def2-TZVPD" multiplicity=5 gap_ha="0.245 / 0.214" total_charge=+3 relative_energy_kcal_mol=94.9 s_squared=6.107 total_energy_ha=-5410.29508
Te 0.667 2.435 0.750 1.881
As -2.224 -0.091 2.504 0.734
Co 0.268 -0.436 0.114 1.543
F 0.977 0.633 1.786 -0.610
F 1.423 3.224 -0.730 -0.391
F -0.549 3.771 0.442 -0.337
F -0.184 2.604 2.395 -0.407
F 2.158 2.958 1.625 -0.292
O 3.776 1.879 -1.243 -0.390
O -0.865 -1.601 -1.270 -0.529
O 2.178 0.861 -0.151 -0.465
O -1.101 -0.828 1.297 -0.605
O 1.698 -2.292 1.519 0.133
O -1.212 -2.440 -3.326 -0.384
O -0.387 1.260 -0.234 -0.738
N 1.369 -0.583 -1.955 0.124
N 1.324 -1.876 0.614 0.695
C -0.511 -1.831 -2.427 0.231
C 2.889 0.969 -1.169 0.859
C 0.821 -1.364 -2.869 0.627
C 1.434 -1.679 -4.075 -0.673
C 2.682 -1.132 -4.324 -0.626
C -3.132 1.421 1.722 -0.945
C 2.534 0.006 -2.238 0.743
C -1.303 0.022 4.192 -0.969
C -3.561 -1.432 2.692 -1.069
C 3.235 -0.248 -3.401 -0.992
H 4.274 1.971 -2.072 0.372
H -4.204 -1.134 3.519 0.462
H -3.469 1.103 0.740 0.412
H 3.213 -1.371 -5.235 0.509
H -2.525 2.321 1.678 0.325
H 0.942 -2.329 -4.787 0.556
H -3.972 1.546 2.407 0.461
H -0.574 0.821 4.181 0.322
H -3.105 -2.393 2.908 0.381
H -2.098 0.203 4.914 0.461
H -4.141 -1.486 1.775 0.403
H -0.847 -0.948 4.352 0.412
H -2.089 -2.731 -3.020 0.417
H 4.192 0.218 -3.602 0.359

---

[7]
37
Properties=species:S:1:pos:R:3:nbo_charge:R:1 method="wB97M-V/def2-TZVPD" multiplicity=3 gap_ha="0.299 / 0.148" total_charge=+2 s_squared=2.012 total_energy_ha=-2352.63906
Ti -0.239 -0.004 1.007 1.741
Cl 0.011 0.316 4.371 2.516
O -1.244 0.797 4.854 -0.722
O -0.027 0.630 2.806 -0.929
O 0.168 -1.091 4.539 -0.741
O 1.119 1.050 4.855 -0.711
N 0.104 1.946 -1.179 -0.191
N -1.403 -0.543 -0.724 -0.463
N -0.142 1.816 0.190 -0.349
N 1.425 -0.214 -1.421 -0.323
N 1.389 -0.574 -0.077 -0.456
N -0.922 -0.129 -1.957 -0.313
C -2.783 -1.237 -2.375 -0.274
C 0.006 3.225 -1.563 0.075
C 2.467 -1.397 0.124 0.045
C -1.729 -0.531 -2.939 0.064
C -0.375 -2.538 2.050 -0.854
C -0.258 4.014 -0.423 0.000
C -2.547 -1.240 -0.993 0.041
C -0.340 3.095 0.653 0.114
C 3.116 -1.595 -1.097 -0.287
C 2.416 -0.856 -2.039 0.077
B 0.363 0.704 -2.056 0.512
H -0.355 5.076 -0.412 0.285
H 0.117 3.479 -2.609 0.289
H -0.521 3.288 1.688 0.284
H -3.105 -1.698 -0.191 0.252
H -1.476 -0.252 -3.949 0.260
H -0.938 -2.203 1.139 0.180
H 3.959 -2.226 -1.285 0.276
H 0.231 -1.752 2.514 0.217
H 0.668 1.026 -3.173 0.030
H 0.311 -3.354 1.765 0.274
H -3.595 -1.671 -2.926 0.278
H 2.712 -1.736 1.119 0.255
H -1.092 -2.844 2.826 0.286
H 2.512 -0.781 -3.113 0.260

---

[8]
39
Properties=species:S:1:pos:R:3:mulliken_charge:R:1 method="wB97M-V/def2-TZVPD" multiplicity=1 gap_ha=0.078 total_charge=+2 relative_energy_kcal_mol=67.9 total_energy_ha=-1631.74896
Te 3.300 -2.282 0.697 2.247
Zr -0.493 -2.513 1.198 2.165
F 5.156 -2.937 0.553 -0.319
F 3.522 -0.735 -0.509 -0.319
F 3.749 -1.087 2.205 -0.330
F 2.661 -3.424 -0.771 -0.361
F 2.938 -3.733 1.985 -0.378
O 1.204 -1.878 0.825 -0.726
N -1.775 -1.899 -0.544 -0.110
N -1.546 1.798 -1.045 -0.732
N -2.879 -1.105 -0.847 -0.140
N -2.910 -0.054 1.208 -0.122
N -1.803 -0.751 1.692 -0.150
N -2.903 1.626 -0.956 0.274
C -2.981 0.058 3.389 -1.045
C -2.930 -2.823 -2.214 -1.024
C 2.981 2.670 0.426 -0.998
C -3.693 0.290 2.241 0.051
C -1.753 -0.494 3.041 -0.153
C -2.486 3.611 -1.948 -0.758
C -1.701 -2.848 -1.537 -0.234
C -3.506 2.740 -1.503 -0.374
C -1.282 2.947 -1.620 -0.005
C -3.664 -1.749 -1.731 0.025
B -3.387 0.244 -0.255 0.327
H 3.536 1.962 1.029 0.203
H -4.600 0.274 -0.279 -0.091
H 2.380 2.131 -0.301 0.170
H -0.847 -0.612 3.634 0.598
H -0.228 3.238 -1.771 0.409
H -2.575 4.559 -2.426 0.411
H 3.653 3.292 -0.063 0.338
H -0.807 -3.389 -1.802 0.637
H 2.347 3.275 1.066 0.294
H -4.673 -1.403 -1.910 0.457
H -4.571 2.869 -1.564 0.463
H -4.717 0.632 2.044 0.442
H -3.309 -3.498 -2.933 0.440
H -3.364 0.259 4.377 0.420

---

[9]
36
Properties=species:S:1:pos:R:3:nbo_charge:R:1 method="wB97M-V/def2-TZVPD" multiplicity=3 gap_ha="0.256 / 0.268" relative_energy_kcal_mol=0.0 s_squared=2.011 total_energy_ha=-1872.75757
Ti -0.060 0.168 -0.563 1.369
O -0.129 0.610 3.897 -0.607
O 1.072 -0.585 5.278 -0.449
O -0.407 -0.302 1.501 -0.829
N 0.292 -0.544 4.322 0.235
N 1.122 -0.734 -2.878 -0.325
N -1.730 -0.217 -1.783 -0.401
N 0.492 1.710 -2.696 -0.334
N -1.337 -0.030 -3.103 -0.325
N 1.233 -0.972 -1.507 -0.420
N 0.451 1.858 -1.287 -0.422
C 0.912 2.866 -3.219 0.033
C 1.161 3.785 -2.192 -0.342
C -3.064 -0.502 -1.787 -0.003
C -0.706 -1.670 1.810 -0.271
C 2.225 -1.912 -1.338 -0.003
C 1.996 -1.516 -3.523 0.030
C 0.859 3.135 -0.999 -0.004
C -2.397 -0.231 -3.900 0.022
C 2.729 -2.264 -2.592 -0.341
C -3.511 -0.521 -3.113 -0.344
B 0.147 0.359 -3.429 0.528
H -2.292 -0.161 -4.971 0.229
H 1.506 4.799 -2.292 0.240
H 1.010 2.994 -4.290 0.231
H 2.032 -1.490 -4.601 0.230
H -0.407 0.086 2.490 0.529
H 0.922 3.473 0.027 0.239
H -4.518 -0.706 -3.444 0.240
H 3.518 -2.963 -2.813 0.242
H -3.589 -0.659 -0.850 0.231
H -0.066 -2.269 1.153 0.157
H -1.761 -1.819 1.554 0.164
H -0.455 -1.877 2.850 0.246
H 2.516 -2.243 -0.351 0.235
H 0.276 0.464 -4.630 -0.012

---

[10]
34
Properties=species:S:1:pos:R:3:mulliken_charge:R:1 method="wB97M-V/def2-TZVPD" multiplicity=8 gap_ha="0.224 / 0.186" total_charge=+3 relative_energy_kcal_mol=0.0 s_squared=16.788 total_energy_ha=-6931.18828
Gd -3.174 -1.751 -3.251 2.234
Br -3.022 -1.568 0.283 -0.050
Br 1.392 -2.213 1.388 0.119
F 1.831 2.260 0.795 -0.244
F 4.061 0.676 -1.333 -0.247
F 2.937 0.436 1.040 -0.289
F 4.458 2.221 0.022 -0.194
F 3.159 2.624 -1.635 -0.211
O 0.075 0.352 1.979 -0.256
N 1.427 0.468 -0.632 -0.122
C -0.394 -2.406 0.914 0.541
C -2.086 0.852 -1.993 -1.418
C -0.664 0.136 0.834 -0.405
C -0.410 1.478 2.754 -0.725
C -0.657 0.247 -1.797 -0.455
C -1.141 -1.287 0.714 -0.270
C -0.951 -3.806 0.775 -1.313
C 3.542 1.753 -0.766 0.640
C 0.043 0.755 -0.486 -0.573
C 2.362 1.255 0.137 0.802
H -2.769 0.011 -2.316 -0.060
H -0.541 2.343 2.091 0.359
H -1.128 -4.004 -0.288 0.278
H -1.865 -3.932 1.359 0.444
H -2.487 1.185 -1.035 0.414
H -2.107 1.633 -2.754 0.334
H -1.580 0.739 0.968 0.847
H -0.180 1.826 -0.479 0.595
H -0.043 0.661 -2.605 0.561
H 1.657 -0.523 -0.666 0.341
H 0.382 1.736 3.457 0.303
H -0.211 -4.516 1.146 0.429
H -0.594 -0.851 -1.909 0.222
H -1.325 1.211 3.290 0.369

---

[11]
30
Properties=species:S:1:pos:R:3:nbo_charge:R:1 method="wB97M-V/def2-TZVPD" multiplicity=2 gap_ha="0.229 / 0.231" total_charge=+3 relative_energy_kcal_mol=0.0 s_squared=0.751 total_energy_ha=-1239.52555
Ce 0.387 1.074 -0.281 1.777
O 2.367 -0.908 2.275 -0.231
O -0.926 -2.006 0.788 -0.240
O -2.373 -0.295 -2.285 -0.206
O -1.245 1.606 1.454 -0.655
O 1.126 -2.459 -1.535 -0.225
C 2.788 2.756 -2.732 -0.337
C -1.488 0.267 -1.779 0.437
C -3.562 0.901 1.106 -0.638
C 2.191 3.683 -1.972 -0.453
C -0.824 1.733 2.839 -0.066
C 1.035 -1.330 -1.289 0.458
C -0.464 -0.985 0.414 0.379
C 1.946 -0.128 1.523 0.457
C -1.610 0.801 3.737 -0.651
C -2.582 2.055 1.172 -0.082
H 0.265 1.556 2.846 0.179
H 3.753 2.338 -2.459 0.236
H 2.401 2.498 -3.714 0.237
H 1.300 4.201 -2.317 0.234
H -3.307 0.171 0.327 0.186
H -1.180 0.846 4.736 0.283
H -2.513 2.577 0.211 0.193
H 2.656 4.043 -1.057 0.233
H -2.893 2.746 1.980 0.253
H -3.582 0.388 2.071 0.248
H -4.553 1.319 0.919 0.287
H -1.570 -0.231 3.376 0.214
H -2.648 1.131 3.818 0.249
H -1.011 2.778 3.135 0.244

---

[12]
28
Properties=species:S:1:pos:R:3:nbo_charge:R:1 method="wB97M-V/def2-TZVPD" multiplicity=1 smiles="C[Si](C)(Cl)CN(C=O)c1ccccc1" gap_ha=0.344 relative_energy_kcal_mol=6.5 total_energy_ha=-1269.15143
Cl -3.068 -1.965 -0.353 -0.407
Si -2.464 -0.079 0.122 1.581
O -1.078 1.981 0.900 -0.626
N 0.383 0.314 0.896 -0.430
C -0.948 -0.635 1.192 -0.649
C 3.852 -1.207 -0.983 -0.239
C 0.085 1.626 0.819 0.525
C 2.187 0.532 -0.693 -0.257
C 1.557 -0.190 0.305 0.156
C -3.844 0.788 1.109 -1.085
C 2.132 -1.406 0.722 -0.263
C 3.183 -1.931 0.001 -0.192
C -1.957 0.696 -1.531 -1.118
C 3.272 0.012 -1.354 -0.188
H -3.702 1.258 2.116 0.257
H -1.197 0.114 -2.081 0.246
H 0.838 2.300 0.747 0.141
H -4.639 0.165 1.086 0.230
H 1.726 1.502 -0.994 0.215
H -1.624 1.681 -1.536 0.241
H -2.914 0.672 -2.211 0.242
H -1.123 -0.413 2.290 0.242
H 1.885 -2.111 1.540 0.238
H -0.512 -1.619 0.903 0.237
H 4.697 -1.529 -1.663 0.227
H -4.153 1.576 0.557 0.237
H 3.657 0.748 -2.143 0.219
H 3.770 -2.881 0.237 0.221